Formula: C57H127N7O3
Source: the Open Molecules 2025 dataset
Level of theory: ωB97M-V/def2-TZVPD

Properties
**Net charge**: +6
**E**: -2854.76882 a.u.
**Frontier orbital gap**: 9.32 eV
**ΔE to the lowest compared entry with this formula, charge and spin**: 57.9 kJ/mol
**Highest occupied orbital energy**: -19.71 eV
**Multiplicity**: 1
**LUMO energy**: -10.390 eV

Last column: Löwdin charge in e.
CARTESIAN COORDINATES (ANGSTROEM)
O -0.97 2.00 0.61  0.01
C -0.11 1.05 0.10  -0.81
O 0.94 1.56 -0.43  -0.07
O -0.43 -0.15 0.17  -0.04
H -0.35 2.75 0.57  0.10
C 3.71 -7.44 -3.27  -0.08
C 2.45 -6.99 -2.52  -0.23
C 2.76 -6.13 -1.32  -0.13
N 1.57 -5.33 -0.80  -0.26
C 0.33 -6.19 -0.75  0.04
C 1.36 -4.12 -1.67  -0.08
C 0.78 -3.00 -0.78  -0.13
C 1.08 -3.43 0.67  -0.14
C 1.80 -4.78 0.58  -0.08
H 4.38 -8.08 -2.68  0.09
H 4.36 -6.62 -3.57  0.08
H 3.44 -8.07 -4.11  0.09
H 1.87 -7.88 -2.27  0.12
H 1.95 -6.39 -3.29  0.12
H 3.56 -5.40 -1.47  0.13
H 3.05 -6.82 -0.53  0.15
H 0.07 -6.45 -1.77  0.11
H -0.45 -5.60 -0.27  0.10
H 0.54 -7.03 -0.09  0.12
H 0.63 -4.24 -2.47  0.14
H 2.31 -3.79 -2.08  0.13
H -0.28 -2.80 -0.92  0.07
H 1.29 -2.09 -1.09  0.11
H 0.19 -3.32 1.29  0.10
H 1.81 -2.78 1.16  0.09
H 1.36 -5.41 1.35  0.14
H 2.87 -4.59 0.70  0.13
C 0.40 3.22 -3.38  -0.07
C -0.99 3.87 -3.61  -0.24
C -0.72 5.14 -4.38  -0.14
N -1.95 5.96 -4.75  -0.26
C -2.91 5.17 -5.59  0.04
C -2.63 6.63 -3.55  -0.11
C -3.33 7.84 -4.07  -0.15
C -2.40 8.36 -5.15  -0.13
C -1.44 7.22 -5.50  -0.06
H 0.72 2.96 -4.39  0.09
H 0.36 2.27 -2.84  0.06
H 1.09 3.92 -2.94  0.07
H -1.43 4.11 -2.64  0.10
H -1.57 3.19 -4.22  0.10
H -0.22 4.95 -5.33  0.15
H -0.08 5.85 -3.87  0.13
H -3.70 5.80 -6.00  0.12
H -3.24 4.32 -5.01  0.09
H -2.28 4.80 -6.40  0.12
H -3.14 5.96 -2.86  0.13
H -1.75 6.99 -3.02  0.14
H -4.35 7.67 -4.42  0.13
H -3.28 8.55 -3.24  0.13
H -3.00 8.69 -6.00  0.13
H -1.88 9.30 -4.95  0.13
H -1.54 7.04 -6.57  0.14
H -0.41 7.38 -5.21  0.13
C -2.64 -2.97 4.13  -0.09
C -1.27 -2.47 4.48  -0.23
C -1.04 -1.07 3.87  -0.11
N -0.21 -0.14 4.72  -0.25
C -0.78 0.08 6.10  0.04
C 0.00 1.17 3.95  -0.05
C 1.51 1.10 3.54  -0.14
C 1.86 -0.37 3.59  -0.16
C 1.19 -0.74 4.91  -0.06
H -2.84 -3.94 4.59  0.09
H -2.66 -3.11 3.04  0.06
H -3.40 -2.29 4.52  0.09
H -0.49 -3.19 4.22  0.11
H -1.23 -2.47 5.57  0.11
H -2.03 -0.63 3.80  0.13
H -0.55 -1.15 2.90  0.12
H -1.84 0.33 6.06  0.12
H -0.33 0.96 6.56  0.12
H -0.61 -0.82 6.68  0.11
H -0.06 2.05 4.59  0.13
H -0.68 1.18 3.11  0.11
H 2.14 1.68 4.22  0.12
H 1.73 1.72 2.66  0.11
H 2.93 -0.52 3.71  0.12
H 1.55 -0.91 2.70  0.09
H 1.58 -0.21 5.77  0.15
H 1.12 -1.82 4.96  0.13
C 3.76 -0.17 0.71  -0.09
C 5.04 0.34 1.37  -0.20
C 6.05 -0.62 2.05  -0.10
N 6.85 -1.55 1.15  -0.24
C 7.56 -0.78 0.05  0.07
C 5.92 -2.55 0.47  -0.14
C 6.69 -3.79 0.10  -0.13
C 7.96 -3.75 1.02  -0.11
C 7.80 -2.53 1.87  -0.09
H 3.17 0.63 0.25  0.07
H 3.10 -0.70 1.39  0.04
H 3.84 -0.80 -0.18  0.07
H 4.67 1.02 2.14  0.11
H 5.60 1.00 0.71  0.11
H 5.47 -1.18 2.78  0.13
H 6.85 -0.07 2.53  0.14
H 8.38 -1.40 -0.29  0.12
H 7.78 0.20 0.47  0.11
H 6.85 -0.60 -0.75  0.11
H 5.48 -2.02 -0.37  0.11
H 5.11 -2.75 1.18  0.13
H 6.98 -3.89 -0.94  0.12
H 6.07 -4.68 0.27  0.11
H 8.77 -3.58 0.32  0.12
H 8.15 -4.62 1.64  0.14
H 8.73 -1.98 2.05  0.15
H 7.42 -2.77 2.87  0.14
C -2.80 -2.86 -0.29  -0.09
C -4.26 -3.33 -0.25  -0.22
C -4.42 -4.85 -0.38  -0.13
N -5.78 -5.38 -0.03  -0.25
C -6.84 -5.04 -1.05  0.06
C -5.68 -6.93 0.02  -0.08
C -6.49 -7.45 1.22  -0.12
C -7.12 -6.22 1.84  -0.14
C -6.19 -5.10 1.43  -0.08
H -2.32 -3.19 -1.21  0.08
H -2.44 -3.28 0.66  0.07
H -2.60 -1.79 -0.28  0.04
H -4.76 -2.93 -1.14  0.07
H -4.79 -2.88 0.59  0.11
H -3.72 -5.44 0.21  0.12
H -4.19 -5.19 -1.40  0.15
H -6.67 -5.60 -1.96  0.12
H -6.83 -3.97 -1.22  0.09
H -7.79 -5.35 -0.62  0.12
H -5.87 -7.43 -0.93  0.14
H -4.63 -7.18 0.15  0.12
H -7.17 -8.27 0.99  0.13
H -5.76 -7.91 1.89  0.13
H -8.12 -6.06 1.43  0.13
H -7.14 -6.27 2.93  0.14
H -6.61 -4.10 1.38  0.13
H -5.27 -5.16 2.00  0.14
C -5.50 -2.00 -3.51  -0.07
C -4.53 -0.88 -3.07  -0.23
C -5.28 0.36 -2.56  -0.11
N -4.39 1.19 -1.68  -0.22
C -3.06 1.53 -2.32  0.04
C -4.22 0.57 -0.27  -0.06
C -4.33 1.75 0.78  -0.12
C -4.53 3.00 -0.07  -0.17
C -5.16 2.46 -1.31  -0.10
H -6.15 -2.40 -2.74  0.05
H -4.88 -2.82 -3.88  0.09
H -6.09 -1.59 -4.33  0.10
H -3.98 -0.56 -3.96  0.12
H -3.73 -1.29 -2.45  0.09
H -6.15 0.05 -1.98  0.14
H -5.58 0.93 -3.43  0.15
H -2.48 2.18 -1.67  0.09
H -3.25 1.85 -3.34  0.11
H -2.53 0.59 -2.34  0.11
H -3.22 0.19 -0.06  0.09
H -4.90 -0.22 0.02  0.13
H -3.51 1.84 1.48  0.10
H -5.25 1.68 1.37  0.12
H -3.63 3.62 -0.13  0.11
H -5.24 3.64 0.46  0.13
H -5.02 3.18 -2.11  0.14
H -6.19 2.23 -1.06  0.16
C 6.97 5.80 2.56  -0.07
C 5.66 6.00 1.78  -0.22
C 4.49 5.98 2.77  -0.13
N 3.12 5.91 2.13  -0.25
C 2.08 5.81 3.24  0.03
C 2.88 7.21 1.30  -0.06
C 2.52 6.69 -0.06  -0.18
C 3.13 5.34 -0.29  -0.12
C 2.92 4.77 1.12  -0.09
H 7.02 4.85 3.10  0.08
H 7.08 6.64 3.25  0.09
H 7.82 5.83 1.88  0.09
H 5.53 5.16 1.09  0.10
H 5.63 6.90 1.18  0.12
H 4.42 6.84 3.42  0.15
H 4.59 5.10 3.41  0.13
H 2.28 4.86 3.72  0.10
H 1.09 5.87 2.79  0.11
H 2.17 6.70 3.85  0.12
H 2.10 7.81 1.78  0.14
H 3.74 7.87 1.34  0.13
H 1.46 6.68 -0.33  0.12
H 2.81 7.42 -0.83  0.14
H 2.57 4.83 -1.07  0.11
H 4.15 5.37 -0.68  0.12
H 1.94 4.34 1.32  0.11
H 3.65 4.03 1.46  0.12